The molecule C20H23N3O2, computed with the ωB97M-V functional and the def2-TZVPD basis.

```
48
Properties=species:S:1:pos:R:3:forces:R:3
C -4.878395 -1.785327 -2.338884 -0.04 -0.26 0.09
C -4.695239 -2.021695 -0.853258 -0.12 0.29 -0.30
O -4.880970 -3.094744 -0.315045 -0.02 -0.43 0.10
N -4.342167 -0.906224 -0.177040 0.06 0.29 0.06
C -3.984738 -0.930879 1.216659 0.08 -0.11 0.15
C -2.465868 -0.821058 1.417684 -0.24 -0.09 0.01
C -1.922937 0.444968 0.846649 0.02 -0.01 0.09
N -2.469421 1.091370 -0.146117 -0.32 -0.14 -0.06
C -1.671259 2.182018 -0.381003 0.63 0.12 0.43
C -1.788095 3.197731 -1.322286 0.04 -0.04 0.08
C -0.814994 4.174288 -1.328201 -0.09 0.09 -0.17
C 0.251180 4.151175 -0.427013 0.10 0.05 0.09
C 0.382695 3.152334 0.516533 0.12 0.02 0.11
C -0.592005 2.168507 0.528850 -0.40 0.32 -0.56
N -0.785223 1.052714 1.313663 -0.23 0.08 -0.20
C 0.113192 0.594592 2.334387 0.57 -0.41 -0.04
C 1.205790 -0.315067 1.759955 -0.21 -0.06 0.32
O 2.013552 0.484340 0.931978 0.06 0.09 -0.07
C 3.029594 -0.097047 0.226366 0.15 0.01 -0.13
C 3.722637 0.751923 -0.636367 -0.12 0.02 0.10
C 4.773497 0.261212 -1.380696 -0.10 0.09 0.06
C 5.145472 -1.070473 -1.279189 0.02 -0.17 0.03
C 4.462448 -1.923392 -0.427797 0.11 0.11 -0.12
C 4.842292 -3.368119 -0.302670 -0.03 0.00 0.01
C 3.401233 -1.428973 0.325488 -0.23 0.11 0.16
H -5.635067 -1.021544 -2.500322 -0.04 0.09 -0.05
H -3.943096 -1.446672 -2.778788 0.07 0.07 -0.07
H -5.190034 -2.709321 -2.816820 0.01 -0.01 0.01
H -4.018095 -0.076655 -0.663694 -0.12 -0.19 -0.08
H -4.479677 -0.098383 1.726371 0.04 -0.10 0.04
H -4.343843 -1.877240 1.628488 0.04 0.18 0.01
H -1.985609 -1.672947 0.925611 0.02 -0.02 0.08
H -2.243187 -0.880174 2.484895 0.02 -0.05 -0.01
H -2.612245 3.211360 -2.017547 -0.10 0.00 -0.08
H -0.872712 4.977993 -2.047353 -0.01 0.06 -0.06
H 0.992261 4.935538 -0.472272 0.06 0.05 0.01
H 1.217055 3.132984 1.200043 0.10 0.01 0.04
H -0.441326 0.051953 3.103706 0.08 0.11 -0.06
H 0.589293 1.467677 2.787969 -0.10 -0.10 0.06
H 0.747996 -1.132409 1.185063 0.06 0.05 0.07
H 1.792731 -0.744017 2.584747 -0.05 0.01 -0.10
H 3.413497 1.782755 -0.703401 -0.04 0.14 -0.02
H 5.308651 0.919908 -2.048176 0.04 0.07 -0.05
H 5.970199 -1.445455 -1.866712 0.08 -0.06 -0.05
H 5.076578 -3.612502 0.732629 0.04 -0.07 0.04
H 5.708164 -3.596758 -0.918059 0.05 -0.06 -0.02
H 4.016295 -4.005687 -0.616111 -0.01 -0.09 -0.02
H 2.879901 -2.104592 0.987090 -0.08 -0.04 0.09
```
Positions in Å, forces in eV/Å.

Properties
LUMO energy (eV): 0.50
SMILES: CC(=O)NCCc1nc2ccccc2n1CCOc1cccc(C)c1
Relative energy (zero: lowest compared OMol25 entry of this formula, charge and spin) (kcal/mol): 12.1
Gap between HOMO and LUMO (eV): 9.08

Table of Löwdin atomic charges, one value per atom, all in e: 0.00 -0.55 0.04 0.04 -0.17 -0.08 -0.27 0.16 -0.21 -0.02 -0.10 -0.09 -0.02 -0.16 0.03 -0.09 -0.17 -0.05 -0.25 -0.01 -0.08 -0.06 -0.28 -0.05 0.01 0.08 0.08 0.08 0.10 0.12 0.12 0.13 0.11 0.11 0.10 0.10 0.11 0.12 0.14 0.13 0.14 0.11 0.10 0.11 0.08 0.07 0.08 0.11

=====

The molecule C20H23N3O6S at a distorted geometry, computed with the ωB97M-V functional and the def2-TZVPD basis.

```
53
Properties=species:S:1:pos:R:3:forces:R:3
C 0.705184 4.744018 0.849370 0.03 0.12 -0.15
C 1.268663 3.362000 0.818520 0.00 -0.06 0.00
C 2.606967 3.143854 1.132716 -0.10 -0.10 -0.05
C 3.146531 1.870521 1.177015 0.14 -0.14 0.05
C 2.330796 0.789186 0.909101 0.28 -0.40 0.07
S 2.940210 -0.891542 0.980917 -0.37 0.38 -0.24
O 4.297259 -0.867613 1.454914 0.01 0.22 -0.17
O 1.988171 -1.686828 1.701984 -0.15 -0.08 -0.16
N 2.810913 -1.308199 -0.636304 -0.15 0.30 0.98
C 2.554444 -2.709286 -0.903689 -0.12 -0.65 0.33
C 3.828895 -3.546886 -0.816565 -0.11 0.05 -0.29
C 4.879796 -2.984692 -1.771298 0.09 0.03 0.26
C 5.146690 -1.520390 -1.430039 -0.10 -0.04 -0.18
C 3.839274 -0.729016 -1.475600 0.56 0.33 -0.13
C 1.005456 0.968427 0.579739 -0.19 0.21 -0.03
C 0.472007 2.250701 0.515064 0.53 -0.16 -0.02
N -0.893743 2.371782 0.180744 -0.15 -0.42 0.42
C -1.416422 3.119295 -0.820844 -0.50 -0.26 -0.03
O -0.813788 3.923149 -1.489928 0.00 0.11 -0.21
C -2.918979 2.882900 -1.031350 0.13 0.46 -0.56
O -3.407246 1.704927 -0.408537 -0.13 -0.12 0.31
C -3.408545 0.578202 -1.158303 0.11 -0.02 -0.39
O -3.009859 0.537244 -2.293948 -0.04 0.02 0.21
C -3.950441 -0.577352 -0.420571 -0.16 -0.35 0.21
C -4.005485 -1.821751 -1.054739 0.04 0.53 0.23
C -4.517005 -2.907591 -0.397638 0.15 -0.19 -0.51
N -4.984796 -2.818798 0.874951 0.20 0.49 -0.24
O -5.455408 -3.817344 1.453599 -0.31 -0.69 0.39
C -4.930399 -1.614872 1.501918 -0.06 0.38 0.42
C -4.427951 -0.497426 0.889373 0.18 -0.04 -0.52
H -0.234893 4.758884 1.398854 -0.08 0.05 0.05
H 1.403090 5.432625 1.316858 0.02 0.03 0.10
H 0.494344 5.084392 -0.164056 0.00 0.06 0.08
H 3.231439 3.994065 1.363049 0.05 0.08 0.03
H 4.178971 1.696949 1.435364 0.14 0.04 0.04
H 1.822291 -3.036420 -0.164814 -0.05 -0.13 -0.22
H 2.114942 -2.780995 -1.904596 0.00 0.05 0.06
H 4.203735 -3.501072 0.207982 0.02 -0.11 0.05
H 3.603017 -4.586491 -1.059225 -0.01 -0.03 0.07
H 5.803797 -3.560392 -1.695613 -0.01 -0.02 -0.09
H 4.515700 -3.062046 -2.799693 0.02 -0.06 -0.08
H 5.859859 -1.084788 -2.131791 0.03 0.04 0.02
H 5.557652 -1.449837 -0.422250 0.09 0.02 -0.08
H 3.994406 0.295590 -1.131228 0.05 0.07 -0.23
H 3.448629 -0.697553 -2.498859 -0.01 0.07 0.07
H 0.398860 0.098783 0.378616 -0.18 -0.06 -0.11
H -1.486292 1.633143 0.539155 0.03 0.23 -0.08
H -3.102611 2.846473 -2.110188 0.09 0.06 0.25
H -3.470166 3.720037 -0.595354 0.09 -0.12 -0.03
H -3.643288 -1.913916 -2.066594 0.01 -0.08 -0.07
H -4.584403 -3.888911 -0.841602 -0.06 -0.02 0.15
H -5.314557 -1.609488 2.510519 -0.02 -0.15 -0.05
H -4.410929 0.440223 1.420972 -0.03 0.03 0.09
```
Positions in Å, forces in eV/Å.

Properties
LUMO energy (eV): -0.64
SMILES: Cc1ccc(S(=O)(=O)N2CCCCC2)cc1NC(=O)COC(=O)c1cc[n+]([O-])cc1
Relative energy (zero: lowest compared OMol25 entry of this formula, charge and spin) (kcal/mol): 60.9
Gap between HOMO and LUMO (eV): 8.41

Table of Löwdin atomic charges, one value per atom, all in e: -0.03 -0.18 -0.02 -0.05 -0.27 0.68 -0.28 -0.28 -0.24 -0.20 -0.18 -0.20 -0.18 -0.20 0.02 -0.16 0.15 -0.44 0.09 -0.05 -0.02 -0.44 0.14 -0.12 0.03 0.00 -0.25 -0.03 0.00 0.02 0.09 0.08 0.08 0.12 0.12 0.11 0.13 0.12 0.11 0.11 0.11 0.11 0.10 0.11 0.13 0.13 0.15 0.14 0.15 0.13 0.14 0.14 0.12

=====

Let's list E_tot in order: -29679.9520, -48702.7332 eV.
Let's list HOMO energy in order: -8.6, -9.1 eV.